[1]
A structure of composition C44H50AsLiN3OSi, computed with ωB97M-V with the def2-TZVPD basis set.

Its HOMO energy is -3.84 eV. The calculation puts the HOMO-LUMO gap at 6.359 eV. As for the energy above the lowest of the compared OMol25 structures with the same formula, charge and spin: 113.6 kJ/mol. Its multiplicity is 1. As for the charge: -1.

XYZ file:
```
101
Properties=species:S:1:pos:R:3:forces:R:3:mulliken_charge:R:1
Li -1.09818 -0.67554 -0.04379 -0.3 -0.3 0.0 0.07
C -2.09708 -3.66494 1.39211 0.0 0.4 0.5 -0.92
Si -2.08918 -2.19264 2.59911 -0.2 -0.6 0.2 -0.23
C -0.55278 -2.37984 3.73511 -0.6 0.1 -0.4 -0.67
C -3.69148 -2.32634 3.65791 0.6 0.1 -0.4 -1.16
N -2.05568 -0.81974 1.60831 0.1 -0.6 0.1 0.31
C -2.05788 0.46016 2.00221 -0.2 0.1 -0.2 0.78
C -2.06758 0.91906 3.33761 0.0 0.0 -0.1 -0.40
C -1.93508 2.25226 3.65681 0.0 0.1 0.1 -1.08
C -1.78658 3.20246 2.66011 0.0 0.2 0.1 -1.31
C -1.82568 2.80006 1.33241 0.1 0.0 -0.2 -0.87
C -2.01158 1.47406 1.00581 0.0 0.6 0.7 0.66
O -1.97958 0.99656 -0.29919 -0.1 0.0 0.3 1.74
C -2.41478 1.67816 -1.37759 -0.3 0.4 -1.1 0.58
C -2.03338 1.13606 -2.60799 0.1 -0.1 0.3 -0.56
C -2.38058 1.73796 -3.79609 -0.1 0.0 0.0 -0.71
C -3.13818 2.90066 -3.79849 0.0 0.1 0.0 -0.69
C -3.54728 3.42876 -2.58759 0.0 0.0 -0.1 -0.84
C -3.20178 2.82986 -1.38399 0.0 -0.1 0.4 -1.08
H -1.93048 -4.60874 1.90131 0.1 -0.2 0.1 0.39
H -1.30928 -3.52984 0.65791 0.2 0.0 -0.2 0.14
H -3.03948 -3.73354 0.85911 -0.3 0.1 -0.1 0.17
H -0.43088 -3.37424 4.15591 -0.1 -0.2 0.0 0.44
H -0.57238 -1.67204 4.55811 0.0 0.2 0.2 0.30
H 0.33172 -2.15744 3.14491 0.2 0.0 -0.1 -0.13
H -3.78528 -3.27944 4.17161 0.1 -0.2 0.1 0.36
H -4.55468 -2.20584 3.00811 -0.1 0.0 -0.2 0.27
H -3.73708 -1.53594 4.40121 0.0 0.1 0.2 0.32
H -2.13768 0.18076 4.12131 0.0 -0.1 0.1 0.26
H -1.92428 2.55746 4.69681 0.0 0.0 0.0 0.36
H -1.63518 4.24106 2.91091 0.0 0.1 0.0 0.39
H -1.67718 3.53146 0.55291 0.0 0.0 -0.1 0.51
H -1.44958 0.22906 -2.61179 0.1 -0.1 0.0 0.43
H -2.05198 1.29106 -4.72309 0.0 0.0 -0.1 0.50
H -3.40278 3.38636 -4.72879 0.0 0.0 0.0 0.38
H -4.14228 4.33316 -2.57259 0.0 0.0 0.1 0.39
H -3.54798 3.27256 -0.46229 0.0 0.0 0.1 0.50
C 4.60952 -3.72164 3.80201 -0.1 0.1 0.0 -1.69
C 3.90442 -2.69774 2.95621 0.0 0.0 0.0 0.76
C 3.82602 -2.83774 1.58201 0.0 0.0 0.1 -0.87
C 3.19932 -1.88584 0.78641 0.0 0.0 -0.2 1.72
C 3.20012 -2.09704 -0.69429 0.0 -0.1 0.0 -1.81
C 2.63412 -0.74364 1.35741 -0.1 -0.1 0.0 -0.22
As 1.55482 0.61726 0.34711 0.8 0.2 0.3 1.36
N 0.63782 -0.47944 -0.73949 0.0 -0.1 0.3 0.95
C 0.72372 -0.84204 -2.02279 0.3 0.0 -0.5 0.42
C 1.56532 -0.27094 -3.00579 0.1 0.3 0.3 0.16
C 1.55362 -0.70094 -4.31079 0.0 -0.1 -0.2 -0.93
C 0.73102 -1.74124 -4.71959 0.0 -0.1 -0.3 -0.91
C -0.10138 -2.33034 -3.77509 -0.1 -0.1 -0.3 -0.43
C -0.11818 -1.88964 -2.47389 0.0 0.0 0.3 -0.55
C 2.89982 1.69266 -0.77979 -0.2 -0.2 0.1 -1.04
C 4.27222 1.54546 -0.99629 0.0 -0.2 0.3 1.51
C 5.13422 0.59066 -0.21579 0.0 -0.1 0.1 -1.96
C 4.93182 2.31396 -1.95919 -0.1 0.1 0.0 -1.13
C 4.26992 3.26916 -2.70519 0.0 -0.1 0.0 0.89
C 4.94242 4.07316 -3.78049 0.0 0.0 0.0 -1.63
C 2.92402 3.47266 -2.43099 0.1 0.0 0.0 -0.96
C 2.24872 2.72256 -1.48649 -0.1 0.1 0.0 1.73
C 0.79922 3.02286 -1.25049 -0.1 0.0 0.0 -1.70
C 2.68942 -0.61144 2.75271 0.0 0.2 0.0 0.09
C 2.11982 0.59926 3.43691 -0.1 0.0 0.0 -1.70
C 3.32182 -1.57474 3.52791 0.1 -0.1 0.0 -0.83
H 5.13832 -4.44064 3.17691 0.0 0.0 0.0 0.35
H 3.89422 -4.26504 4.42061 0.0 -0.1 0.0 0.31
H 5.32512 -3.24004 4.46931 0.1 0.0 0.0 0.37
H 4.27732 -3.70134 1.10651 0.0 0.0 0.0 0.33
H 4.10242 -2.62324 -1.00669 0.0 -0.1 0.0 0.55
H 3.14732 -1.15054 -1.22439 0.0 -0.1 -0.1 -0.17
H 2.33292 -2.69104 -0.98589 0.0 0.0 -0.1 0.40
H 2.22762 0.53136 -2.71519 0.0 0.0 -0.1 0.18
H 2.20572 -0.21004 -5.02469 0.0 0.0 0.0 0.43
H 0.75272 -2.09204 -5.74319 -0.1 0.0 0.0 0.31
H -0.73768 -3.15774 -4.06579 -0.1 0.0 0.0 0.40
H -0.76478 -2.36084 -1.73389 0.0 -0.1 -0.1 0.32
H 4.59772 0.14986 0.62121 0.2 0.1 -0.1 -0.04
H 6.00652 1.12346 0.17031 0.0 0.0 0.0 0.65
H 5.49732 -0.21174 -0.86199 0.0 -0.1 0.1 0.36
H 5.99292 2.14266 -2.11919 0.0 0.0 0.0 0.34
H 6.02462 3.98436 -3.72639 0.1 0.0 0.0 0.37
H 4.67542 5.12546 -3.69569 0.0 0.1 0.0 0.38
H 4.61812 3.73746 -4.76619 0.0 0.0 -0.1 0.28
H 2.38932 4.22756 -2.99189 -0.1 0.1 0.0 0.35
H 0.46102 3.81846 -1.91209 -0.1 0.0 -0.1 0.36
H 0.64272 3.33746 -0.21559 -0.1 -0.1 0.0 0.41
H 0.19292 2.13456 -1.43749 -0.1 0.1 0.0 -0.06
H 1.12262 0.82146 3.05091 0.0 0.1 0.2 0.06
H 2.75452 1.46966 3.24971 -0.1 0.1 0.0 0.32
H 2.05852 0.44126 4.51331 0.0 0.0 0.0 0.41
H 3.36722 -1.44614 4.60401 0.0 0.0 0.0 0.32
C -7.28348 -1.30054 -0.00029 0.1 0.0 0.0 -0.13
C -6.76178 -0.02714 0.15601 0.0 -0.1 0.0 -1.10
C -5.44638 0.20076 -0.22249 -0.2 0.2 0.1 0.04
N -4.67618 -0.73204 -0.75159 0.5 0.1 -0.2 0.09
C -5.17358 -1.94774 -0.89289 -0.2 -0.3 0.0 -0.22
C -6.46898 -2.29094 -0.52639 0.0 0.1 0.0 -0.79
H -8.30798 -1.51234 0.27671 0.0 0.0 0.0 0.39
H -7.36508 0.77106 0.56041 0.0 0.1 0.1 0.42
H -4.99748 1.17866 -0.10909 0.0 0.1 0.0 0.34
H -4.49918 -2.67344 -1.32929 0.0 -0.2 0.0 0.49
H -6.83578 -3.29904 -0.65469 0.0 -0.1 0.0 0.40
```
Positions in Å, forces in eV/Å.

---

[2]
A structure of composition C44H50BInN2O4S2, computed with ωB97M-V with the def2-TZVPD basis set.

Its HOMO energy is -13.11 eV. The calculation puts the HOMO-LUMO gap at 7.978 eV. As for the energy above the lowest of the compared OMol25 structures with the same formula, charge and spin: 61.5 kJ/mol. Its multiplicity is 1. As for the charge: +2.

XYZ file:
```
104
Properties=species:S:1:pos:R:3:forces:R:3:mulliken_charge:R:1
In 0.21440 0.19754 1.56953 -0.1 -0.1 -0.6 1.93
C -5.22368 6.43485 -0.35326 0.0 0.0 0.0 -1.49
C -4.32716 5.24307 -0.50199 0.1 0.0 0.0 0.88
C -3.28607 5.02250 0.40324 0.0 0.0 0.0 -0.80
C -2.46976 3.91302 0.29573 0.1 0.0 0.1 -0.38
C -2.69100 3.01275 -0.73715 0.1 -0.2 0.0 -0.06
C -3.71930 3.20228 -1.64796 0.1 -0.2 -0.1 -0.31
C -4.52531 4.32113 -1.52877 0.0 0.1 0.0 -0.87
S -1.70007 1.54250 -0.87701 0.3 0.3 -0.3 0.83
O -1.19644 1.34268 0.56986 0.1 0.3 0.2 -0.55
C -0.28589 2.07953 -1.85547 -0.1 -0.2 0.1 1.17
C -0.03681 3.45595 -2.03031 0.0 0.2 0.1 -0.81
C 0.90951 3.87144 -2.91684 -0.1 0.0 0.0 -1.36
C 1.59782 2.93713 -3.72054 0.0 -0.2 0.0 0.97
C 2.45620 3.36581 -4.75945 0.1 0.0 -0.1 -1.12
C 3.04901 2.46080 -5.59176 -0.1 0.1 0.0 -0.78
C 2.81576 1.08251 -5.41441 0.0 -0.1 0.1 -0.96
C 2.00873 0.63437 -4.40791 0.1 -0.1 0.0 -0.46
C 1.37777 1.54712 -3.52237 0.0 0.1 0.0 0.34
C 0.45646 1.11816 -2.51893 -0.2 0.1 0.1 -0.32
C 0.24578 -0.36078 -2.40175 0.1 -0.1 0.0 0.20
C -0.78171 -0.94012 -3.22469 0.1 -0.2 0.0 1.17
C -1.69230 -0.14419 -3.96321 -0.1 0.0 0.0 -0.88
C -2.70914 -0.71903 -4.67407 0.0 0.1 0.0 -0.99
C -2.86489 -2.11792 -4.70803 0.0 -0.1 0.0 -0.79
C -1.96571 -2.91833 -4.06360 0.0 0.0 -0.1 -1.01
C -0.90136 -2.35278 -3.32509 0.0 0.1 0.0 0.71
C 0.06461 -3.17690 -2.70127 0.0 0.0 0.0 -1.32
C 1.02391 -2.62612 -1.90940 0.1 0.0 0.0 -1.20
C 1.09603 -1.22238 -1.72841 -0.2 0.0 0.2 1.68
S 2.19096 -0.85302 -0.33029 0.6 -0.2 -1.2 0.03
O 1.87671 0.58668 0.09140 -0.8 0.0 0.6 -0.59
C 3.82775 -0.91240 -1.00291 -0.2 -0.2 0.3 0.41
C 4.29854 -0.03078 -1.96296 -0.1 0.1 -0.1 -0.46
C 5.56686 -0.21706 -2.47609 0.0 0.1 0.0 -1.02
C 6.38356 -1.26000 -2.03210 -0.1 0.0 0.1 0.88
C 7.75091 -1.45748 -2.61183 0.1 0.0 0.0 -1.52
C 5.90844 -2.09619 -1.02171 0.1 0.0 -0.1 -0.90
C 4.63543 -1.93160 -0.50712 -0.1 -0.1 0.1 -0.34
H -4.66781 7.30177 0.00089 0.0 0.0 0.0 0.39
H -6.00675 6.22510 0.37842 0.0 0.0 0.0 0.30
H -5.70808 6.68677 -1.29457 0.0 0.0 0.0 0.38
H -3.11345 5.73265 1.20208 0.0 0.0 0.0 0.42
H -1.67125 3.74052 1.00442 0.0 0.0 0.0 0.49
H -3.88901 2.48549 -2.44349 0.0 0.0 0.0 0.52
H -5.32698 4.48221 -2.23785 0.0 0.0 0.0 0.39
H -0.60294 4.18375 -1.46908 0.0 0.0 0.0 0.51
H 1.09933 4.92706 -3.06241 0.0 0.0 0.0 0.45
H 2.60569 4.42881 -4.90059 0.0 0.0 0.0 0.49
H 3.67455 2.79843 -6.40714 0.0 0.0 0.0 0.46
H 3.28325 0.37202 -6.08383 0.0 0.0 0.0 0.51
H 1.84170 -0.42837 -4.29373 0.0 0.0 0.0 0.40
H -1.57926 0.93143 -3.96862 0.0 0.0 0.0 0.65
H -3.40085 -0.09628 -5.22594 0.0 0.0 0.0 0.49
H -3.68261 -2.55537 -5.26468 0.0 0.0 0.0 0.45
H -2.04675 -3.99722 -4.11134 0.0 0.0 0.0 0.48
H 0.02188 -4.24654 -2.86632 0.0 0.0 0.1 0.49
H 1.75583 -3.25066 -1.40659 -0.1 -0.1 0.0 0.49
H 3.68997 0.79777 -2.28649 -0.1 0.1 -0.1 0.74
H 5.92958 0.46061 -3.23930 0.0 0.0 0.0 0.42
H 7.80449 -1.07844 -3.63084 0.0 0.0 0.0 0.38
H 8.03223 -2.50907 -2.61398 0.0 0.0 0.0 0.40
H 8.49228 -0.91835 -2.01796 0.0 0.0 0.0 0.32
H 6.54439 -2.88214 -0.63500 0.0 0.0 0.0 0.42
H 4.26811 -2.59006 0.27137 0.0 0.0 0.0 0.51
C -1.50092 0.27107 6.56006 0.1 -0.1 -0.2 -1.80
C -0.42291 -0.48788 5.81014 0.1 -0.1 0.1 1.51
C -0.47610 -1.96770 6.15612 0.0 0.1 -0.1 -1.97
O -0.73850 -0.39662 4.36055 -0.3 -0.1 0.5 -0.45
B 0.40271 -0.05484 3.76069 0.0 0.1 -0.6 0.39
O 1.48649 0.17343 4.49330 0.3 0.0 0.4 -0.52
C 1.02501 0.14996 5.90600 -0.1 0.1 0.1 1.54
C 1.02614 1.60232 6.36097 0.0 -0.1 -0.1 -1.82
C 2.01626 -0.66325 6.71316 0.0 0.0 -0.1 -1.79
H -2.45515 -0.23500 6.42027 0.0 0.0 0.0 0.46
H -1.59971 1.29028 6.19293 0.0 0.0 0.1 0.36
H -1.27188 0.29345 7.62509 0.0 0.0 0.0 0.38
H -1.47504 -2.34311 5.93536 0.0 0.0 0.0 0.47
H -0.27597 -2.12483 7.21462 0.0 0.0 0.0 0.41
H 0.24273 -2.54111 5.57013 0.0 0.0 0.0 0.33
H 0.42341 2.22130 5.69586 -0.1 0.0 0.1 0.31
H 2.04668 1.98156 6.34076 0.0 0.0 0.0 0.48
H 0.64442 1.69075 7.37642 0.0 0.0 0.0 0.38
H 2.15915 -1.65607 6.29207 0.0 0.0 0.0 0.35
H 1.66510 -0.75869 7.74054 0.0 0.0 0.0 0.37
H 2.97999 -0.15677 6.72243 0.0 0.0 0.0 0.46
C -1.54250 -4.50418 0.97219 -0.1 0.1 0.1 -1.55
C -2.51124 -3.38056 1.36844 0.0 -0.1 -0.2 1.52
C -3.22970 -3.74898 2.66265 0.1 0.2 0.0 -1.68
C -3.52830 -3.12581 0.25610 0.0 0.0 0.1 -1.76
N -1.80520 -2.11221 1.66196 -0.1 0.1 0.0 -0.30
N -1.03224 -1.59124 0.57030 0.3 0.1 0.5 0.14
H -2.07246 -5.45599 0.95067 0.0 0.0 0.0 0.49
H -0.73094 -4.58958 1.69952 0.0 0.0 0.0 0.31
H -1.11190 -4.35805 -0.02167 0.0 0.0 0.0 0.36
H -3.78882 -4.67418 2.53404 0.0 0.0 0.0 0.44
H -3.92084 -2.95474 2.94436 0.0 0.0 0.0 0.40
H -2.51530 -3.89444 3.47687 0.0 0.0 0.0 0.38
H -4.16763 -3.99935 0.13312 0.0 0.0 0.0 0.52
H -3.04998 -2.93193 -0.70810 0.0 0.0 0.0 0.22
H -4.15781 -2.27386 0.51838 0.0 0.0 0.0 0.38
H -1.18569 -2.25470 2.45290 0.1 0.0 0.0 0.18
H -1.69359 -1.13980 -0.05371 0.0 0.0 -0.1 0.12
H -0.58382 -2.33529 0.03595 0.1 0.0 -0.1 0.12
```
Positions in Å, forces in eV/Å.